# 1
Here is the ion C6H7N2O2 with charge +1 at a distorted geometry from the OMol25 dataset. Energies are from the ωB97M-V functional and the def2-TZVPD basis.

Geometry as XYZ:
```
17
C6H7N2O2 the ωB97M-V functional and the def2-TZVPD basis
C -1.001 -2.044 -0.062
C -1.565 -0.731 -0.076
C 0.171 -2.543 0.126
C 0.423 0.902 0.124
C -0.966 0.494 0.056
C 1.474 0.191 0.513
N 3.516 0.897 -0.647
N -3.043 1.483 -0.010
O -1.734 1.612 0.047
O 2.767 0.608 0.450
H -1.773 -2.814 -0.243
H -2.641 -0.680 -0.194
H 0.992 -3.193 0.263
H 0.535 1.974 -0.073
H 2.908 1.161 -1.423
H -3.433 2.427 0.008
H 3.371 0.255 1.143
```

Values from the calculation:
* total charge: +1
* HOMO-LUMO gap (alpha / beta): 6.555 / 6.450 eV
* energy relative to the best compared isomer or geometry (same formula, charge and spin): 342.3 kcal/mol
* lowest unoccupied orbital energy (alpha / beta): -5.851 / -6.025 eV

Löwdin atomic charge list, values in e, 8 entries: -0.1329 -0.0186 0.3408 -0.0278 -0.2448 -0.0356 0.2439 0.1469



# 2
Here is the ion C6H7N2OS with charge +1 at a distorted geometry from the OMol25 dataset. Energies are from the ωB97M-V functional and the def2-TZVPD basis.

Geometry as XYZ:
```
17
C6H7N2OS the ωB97M-V functional and the def2-TZVPD basis
C -0.173 -0.580 -1.952
C 1.090 -0.119 -1.719
C -0.673 0.103 1.442
C -1.860 -0.505 1.116
C 0.037 0.106 0.163
C 2.275 1.001 0.213
N -0.769 -0.588 -0.752
N 1.187 0.404 -0.492
O -1.967 -0.761 -0.187
S -3.069 -1.024 2.175
H -0.695 -0.869 -2.806
H 1.788 0.016 -2.506
H -0.324 0.315 2.376
H -4.438 -1.199 1.913
H 3.199 0.674 -0.177
H 2.283 2.100 -0.151
H 2.108 0.926 1.343
```

Values from the calculation:
* total charge: +1
* HOMO-LUMO gap: 9.007 eV
* energy relative to the best compared isomer or geometry (same formula, charge and spin): 71.7 kcal/mol
* lowest unoccupied orbital energy: -3.643 eV

Löwdin atomic charge list, values in e, 8 entries: 0.0427 -0.0089 0.0679 -0.6842 -0.0942 0.0238 0.0095 -0.0659



# 3
Here is a cluster of 2 separate species, C6H7N3O2PS in total at a distorted geometry from the OMol25 dataset. Energies are from the ωB97M-V functional and the def2-TZVPD basis.

Geometry as XYZ:
```
20
C6H7N3O2PS the ωB97M-V functional and the def2-TZVPD basis
C -2.996 0.250 1.222
C 1.978 -1.850 -0.630
C 2.123 -0.506 -0.978
C 0.033 -1.117 -1.247
C -1.659 0.730 1.693
C -0.549 -0.236 2.042
N -4.009 -0.232 0.946
N 0.687 -2.175 -0.825
N 0.854 -0.097 -1.358
O 0.612 1.961 -3.199
O -0.768 2.004 -1.001
P 0.492 1.664 -1.747
S -1.318 0.578 3.468
H 2.687 -2.496 -0.062
H 2.961 0.248 -1.060
H -1.099 -1.233 -1.378
H 1.640 1.875 -0.965
H -1.424 1.737 1.429
H 0.429 0.101 1.899
H -0.675 -1.208 1.752
```

Values from the calculation:
* total charge: -1
* HOMO-LUMO gap: 8.359 eV
* energy relative to the best compared isomer or geometry (same formula, charge and spin): 0.0 kcal/mol
* lowest unoccupied orbital energy: 2.755 eV

Löwdin atomic charge list, values in e, 8 entries: -0.2191 -0.2096 -0.1535 -0.2753 -0.5703 -0.4013 0.1281 -0.0119